1.
{"formula": "C4H8N2O", "method": "the ωB97M-V functional and the def2-TZVPD basis", "e_tot_ha": -341.73185, "total_charge": 0, "homo_energy_ev": -9.34, "smiles": "O=NN1CCCC1", "gap_ev": 9.23, "relative_energy_kj_mol": 713.6, "elements": ["O", "N", "N", "C", "C", "C", "C", "H", "H", "H", "H", "H", "H", "H", "H"], "xyz": [[-0.5273, 1.0311, 2.2367], [-0.4729, 1.0462, 0.9930], [0.6104, 0.3126, 0.4858], [0.8355, 0.6516, -0.8862], [-0.5718, -1.4154, -1.0132], [-0.1891, -0.1443, -1.8733], [0.3347, -1.2937, 0.3409], [-1.5958, -1.4752, -0.6421], [-1.0437, 0.7633, -1.9671], [0.5073, -0.0774, -2.7232], [1.1788, -1.7082, 0.0917], [-0.3378, -1.5837, 1.1331], [1.8581, 0.4050, -1.2107], [-0.1902, -2.3212, -1.6125], [0.4233, 1.4481, -0.7229]], "forces_ev_per_angstrom": [[-0.2, -0.7, -3.7], [0.9, 0.3, 3.4], [-0.2, -5.1, 0.8], [1.7, -8.6, -1.5], [2.5, 0.1, -0.6], [-0.5, 3.9, 2.4], [-6.3, 4.9, -0.5], [0.0, 0.0, -0.9], [1.8, -3.1, -0.2], [-1.3, -1.3, -0.5], [4.8, -2.4, -0.1], [0.9, -0.6, 0.7], [-0.3, 1.1, 0.5], [-1.1, 1.0, 1.2], [-2.6, 10.5, -0.9]], "lowdin_charge": [-0.020, -0.028, -0.115, -0.215, -0.149, -0.141, -0.033, 0.088, 0.156, 0.085, 0.037, 0.097, 0.134, 0.119, -0.017]}



2.
{"formula": "C4H8N2O", "method": "the ωB97M-V functional and the def2-TZVPD basis", "e_tot_ha": -341.73861, "total_charge": 0, "homo_energy_ev": -7.79, "gap_ev": 8.72, "relative_energy_kj_mol": 695.8, "elements": ["O", "N", "N", "C", "C", "C", "C", "H", "H", "H", "H", "H", "H", "H", "H"], "xyz": [[-2.6561, 0.6025, 0.7303], [-1.4352, 1.1804, 0.2436], [-0.2200, -0.4182, -1.0584], [-0.6280, -1.1669, 0.1746], [0.7922, 0.4575, -0.3660], [2.1498, -0.1351, -0.0783], [-0.4114, 0.2595, 0.4501], [-1.6645, -1.4945, 0.1936], [-1.1724, 0.5271, -0.9650], [0.0916, -1.9143, 0.5048], [0.8344, 1.4528, -0.8164], [2.6917, -0.2739, -1.0184], [-3.0034, 1.3005, 1.2988], [2.0896, -1.1015, 0.4291], [2.7252, 0.5472, 0.5546]], "forces_ev_per_angstrom": [[-0.3, 0.1, 0.2], [0.3, 0.0, 0.1], [0.0, -0.1, -0.5], [-0.1, -0.2, 0.1], [0.2, 0.2, 0.0], [0.0, 0.0, 0.0], [-0.1, 0.2, 0.1], [0.2, 0.0, 0.0], [0.1, -0.1, 0.0], [-0.1, 0.1, 0.0], [0.0, -0.1, 0.1], [-0.1, 0.0, 0.1], [0.0, -0.2, -0.1], [0.0, 0.1, -0.1], [-0.1, -0.1, -0.1]], "lowdin_charge": [-0.126, -0.092, 0.033, -0.056, -0.276, -0.044, -0.304, 0.111, 0.191, 0.103, 0.145, 0.084, 0.078, 0.071, 0.083]}